Entry 1:
Molecular formula: CClN5O
Method: DFT, wB97M-V/def2-TZVPD

The lowest unoccupied orbital energy (alpha / beta) is -0.0931 / -0.0931 hartree. The value obtained for the HOMO energy (alpha / beta) is -9.82 / -9.82 eV. The HOMO-LUMO gap (alpha / beta) comes out at 7.29 / 7.29 eV. The strongest force on any atom comes out at 0.12833 Eh/bohr.

Each line ends with the Löwdin charge.
Atoms and positions in Å:
1 O 2.069 2.478 -0.246  0.07
2 N 1.516 1.431 -0.080  -0.06
3 C 0.942 0.371 -0.004  -0.10
4 N 1.007 -0.864 0.414  0.08
5 N 0.040 -1.678 0.543  -0.05
6 N -1.162 -1.337 0.404  -0.11
7 N -1.413 -0.506 -0.534  -0.43
8 Cl -2.998 0.105 -0.497  0.60

***

Entry 2:
Molecular formula: C8H12O2
Method: DFT, wB97M-V/def2-TZVPD

The lowest unoccupied orbital energy (alpha / beta) is -0.0236 / -0.0237 hartree. The value obtained for the HOMO energy (alpha / beta) is -7.57 / -7.57 eV. The HOMO-LUMO gap (alpha / beta) comes out at 6.93 / 6.93 eV. The strongest force on any atom comes out at 0.01593 Eh/bohr.

Each line ends with the Löwdin charge.
Atoms and positions in Å:
1 C 0.103 -0.797 -0.236  -0.34
2 C 0.935 1.139 0.488  -0.27
3 C 0.593 0.531 -0.853  -0.18
4 C -0.834 0.944 -1.024  0.07
5 C -1.437 1.505 0.134  -0.05
6 C 1.069 -1.628 0.618  -0.06
7 C -0.711 -1.781 -1.074  -0.07
8 C -0.438 0.565 1.099  -0.40
9 O 1.057 2.545 0.501  0.00
10 O -0.764 0.281 2.240  0.04
11 H 1.291 2.822 1.395  0.11
12 H 1.792 0.679 0.969  0.14
13 H 1.282 0.595 -1.694  0.16
14 H -1.400 0.596 -1.877  0.12
15 H -1.168 2.528 0.403  0.12
16 H -2.500 1.309 0.255  0.12
17 H 0.506 -2.470 1.024  0.09
18 H 1.879 -2.034 0.000  0.09
19 H 1.506 -1.128 1.478  0.07
20 H -1.466 -2.269 -0.451  0.09
21 H -0.064 -2.578 -1.464  0.08
22 H -1.230 -1.354 -1.930  0.06

***

Entry 3:
Molecular formula: C5H9NO2
Method: DFT, wB97M-V/def2-TZVPD

The lowest unoccupied orbital energy is 0.0263 hartree. The value obtained for the HOMO energy is -7.51 eV. The HOMO-LUMO gap comes out at 8.23 eV. The strongest force on any atom comes out at 0.05657 Eh/bohr.

Each line ends with the Löwdin charge.
Atoms and positions in Å:
1 C 2.143 -1.259 -0.285  -0.11
2 C 1.623 0.123 -0.060  -0.14
3 C 0.341 0.503 0.091  -0.35
4 N 0.013 1.885 0.132  0.05
5 C -0.662 -0.465 0.512  0.00
6 C -1.871 -0.290 -0.053  -0.41
7 O -2.747 -1.327 -0.089  0.09
8 O -2.476 0.870 -0.413  0.08
9 H 1.732 -1.963 0.437  0.06
10 H 3.226 -1.269 -0.173  0.07
11 H 1.896 -1.614 -1.287  0.08
12 H 2.378 0.901 -0.060  0.09
13 H -0.591 2.244 0.864  0.10
14 H 0.812 2.504 0.212  0.09
15 H -0.374 -1.457 0.810  0.11
16 H -3.613 -0.980 -0.339  0.12
17 H -1.831 1.595 -0.300  0.08

***

Entry 4:
Molecular formula: H4N2OS2
Method: DFT, wB97M-V/def2-TZVPD

The lowest unoccupied orbital energy is 0.0084 hartree. The value obtained for the HOMO energy is -9.72 eV. The HOMO-LUMO gap comes out at 9.95 eV. The strongest force on any atom comes out at 0.02929 Eh/bohr.

Each line ends with the Löwdin charge.
Atoms and positions in Å:
1 N 1.749 0.741 -0.851  -0.30
2 N -1.107 0.267 0.381  -0.50
3 O 1.503 -1.341 0.366  -0.52
4 S 1.382 0.097 0.479  0.78
5 S -1.799 -1.169 -0.308  0.67
6 H -0.629 -1.825 -0.341  -0.17
7 H 1.716 1.750 -0.850  -0.02
8 H -1.347 1.067 -0.196  0.03
9 H -1.469 0.412 1.320  0.03

***

Entry 5:
Molecular formula: C5H7NO
Method: DFT, wB97M-V/def2-TZVPD

The lowest unoccupied orbital energy is 0.0124 hartree. The value obtained for the HOMO energy is -8.88 eV. The HOMO-LUMO gap comes out at 9.22 eV. The strongest force on any atom comes out at 0.02093 Eh/bohr.

Each line ends with the Löwdin charge.
Atoms and positions in Å:
1 C -1.251 -0.293 0.974  -0.10
2 C -0.074 -0.841 0.148  -0.19
3 C 1.205 -0.223 -1.142  -0.13
4 C 0.987 0.636 0.381  -0.18
5 O 2.100 0.588 -0.420  -0.06
6 C 0.406 0.582 -2.084  -0.23
7 N -0.197 1.071 -2.947  0.15
8 H -0.946 0.100 1.950  0.08
9 H -1.963 -1.108 1.144  0.08
10 H -1.779 0.496 0.428  0.09
11 H 0.465 -1.637 0.662  0.12
12 H -0.527 -1.268 -0.746  0.11
13 H 0.358 1.517 0.242  0.13
14 H 1.217 0.381 1.413  0.14

***

Entry 6:
Molecular formula: C3H3O2
Method: DFT, wB97M-V/def2-TZVPD

The lowest unoccupied orbital energy (alpha / beta) is -0.2358 / -0.3561 hartree. Its net charge is +1. The value obtained for the HOMO energy (alpha / beta) is -14.97 / -16.88 eV. The HOMO-LUMO gap (alpha / beta) comes out at 8.56 / 7.19 eV. As for the multiplicity: 3. Its expectation value of S² is 2.0177. The strongest force on any atom comes out at 0.08868 Eh/bohr.

Each line ends with the Mulliken spin population.
Atoms and positions in Å:
1 C -0.471 -0.266 -0.830  0.01
2 C 0.337 0.791 -0.991  0.02
3 C 0.578 0.075 1.037  1.07
4 O -0.224 -0.735 0.427  -0.06
5 O 0.976 1.041 0.172  -0.02
6 H -1.094 -0.944 -1.333  0.00
7 H 0.326 1.396 -1.842  0.00
8 H -0.428 -1.357 3.360  0.97

***

Entry 7:
Molecular formula: C4H4NO2S
Method: DFT, wB97M-V/def2-TZVPD

The lowest unoccupied orbital energy is 0.1266 hartree. Its net charge is -1. The value obtained for the HOMO energy is -3.69 eV. The HOMO-LUMO gap comes out at 7.13 eV. The strongest force on any atom comes out at 0.04986 Eh/bohr.

Each line ends with the Löwdin charge.
Atoms and positions in Å:
1 C -0.307 -0.903 -1.635  -0.41
2 C -0.090 1.609 -0.846  -0.61
3 C -0.165 -0.572 1.831  -0.45
4 C 0.650 -0.322 -0.801  -0.57
5 N -1.109 -1.249 -2.416  0.08
6 O 0.342 2.066 -1.852  0.07
7 O -0.744 1.701 0.130  0.05
8 S 1.106 -1.214 0.714  0.73
9 H 0.214 -0.403 2.828  0.01
10 H -1.160 -1.067 1.930  0.04
11 H -0.365 0.427 1.452  -0.02
12 H 1.628 -0.073 -1.336  0.08

***

Entry 8:
Molecular formula: C3H6N2O
Method: DFT, wB97M-V/def2-TZVPD

The lowest unoccupied orbital energy is 0.0412 hartree. The value obtained for the HOMO energy is -8.40 eV. The HOMO-LUMO gap comes out at 9.52 eV. The strongest force on any atom comes out at 0.10361 Eh/bohr.

Each line ends with the Löwdin charge.
Atoms and positions in Å:
1 C -2.715 -0.110 0.009  0.03
2 C -1.403 -0.443 -0.178  -0.20
3 O -0.618 0.666 -0.216  -0.04
4 C 0.667 0.516 -0.189  -0.33
5 N 1.381 -0.479 -0.281  -0.01
6 N 2.694 -0.137 -0.052  -0.03
7 H -2.913 1.024 0.132  0.11
8 H -3.234 -1.011 0.270  0.04
9 H -0.978 -1.480 -0.318  0.14
10 H 1.140 1.599 -0.102  0.17
11 H 3.091 -0.866 0.412  0.03
12 H 2.886 0.721 0.514  0.09

***

Sequential energy relative to the best compared isomer or geometry (same formula, charge and spin) output: 0.0000; 4.8612; 1.8011; 0.2262; 6.0643; 2.1019; 0.2054; 4.1159 eV